Entry from the Open Molecules 2025 dataset: a structure of composition C39H35BN12O7Tb in a non-equilibrium geometry (ωB97M-V/def2-TZVPD).

Calculated values
* E_tot: -3539.9898 hartree

The geometry in ORCA input format:
```
! RIJCOSX wB97M-V def2-TZVPD def2/J DEFGRID3
* xyz 2 8
Tb -0.4103 0.1211 -0.7434
C 2.6468 2.3813 1.7289
C 1.9078 2.2473 0.5614
N 0.7067 1.7124 0.8043
N 0.6613 1.5016 2.1605
C 1.8149 1.9037 2.7204
B -0.6790 1.0926 2.8211
N -0.9273 -0.4538 2.6571
C -1.1731 -1.3802 3.5868
C -1.7963 -2.4938 2.9761
C -1.8729 -2.1567 1.6568
N -1.3108 -0.9251 1.4451
N -1.8473 1.7427 2.0347
C -2.7834 2.5961 2.4795
C -3.7542 2.7381 1.4966
C -3.3195 1.9274 0.4576
N -2.1478 1.3668 0.7697
N -0.7943 1.4565 4.2789
C -1.8822 1.1977 5.0783
C -1.6363 1.7459 6.3005
C -0.3577 2.3347 6.1654
N 0.1463 2.1680 4.9551
H 3.6340 2.7982 1.8480
H 2.1678 2.5545 -0.4383
H 1.9534 1.8781 3.7881
H -0.9220 -1.2147 4.6248
H -2.1445 -3.3954 3.4556
H -2.2964 -2.7107 0.8354
H -2.7132 3.0437 3.4587
H -4.6409 3.3516 1.5353
H -3.7833 1.7282 -0.4978
H -2.7588 0.6810 4.7096
H -2.2783 1.7403 7.1666
H 0.2114 2.8779 6.9057
O 0.7851 -4.7838 -0.1751
C 0.4439 -3.6036 -0.6475
O 0.1913 -2.6321 0.0327
C 0.4097 -3.5044 -2.1494
O -0.4912 -2.4798 -2.4749
C -1.8619 -2.9161 -2.4616
C -2.8147 -1.8916 -1.8719
O -3.9898 -2.1392 -1.9080
O -2.2429 -0.8175 -1.3719
H 0.8589 -4.7499 0.7930
H 0.1629 -4.4573 -2.6155
H 1.4052 -3.2029 -2.4835
H -1.9745 -3.8268 -1.8684
H -2.1941 -3.1239 -3.4766
O 4.5774 -5.6316 3.5325
C 3.4904 -4.8514 3.6223
O 2.6766 -5.0290 4.4809
C 3.2997 -3.7797 2.5822
C 2.5125 -2.6892 2.9434
C 2.2096 -1.7074 2.0246
C 2.6833 -1.8003 0.7236
C 3.4737 -2.8801 0.3548
C 3.7877 -3.8641 1.2862
N 2.2790 -0.8145 -0.2366
C 3.2010 -0.3727 -0.9861
C 2.9645 0.6046 -2.0540
C 4.0568 1.1078 -2.7335
C 3.8611 2.0820 -3.7034
C 2.5719 2.5097 -3.9416
C 1.5289 1.9396 -3.2219
N 1.7011 0.9945 -2.2966
H 5.1986 -5.3216 2.8640
H 2.1346 -2.6412 3.9579
H 1.5918 -0.8664 2.3009
H 3.8077 -2.9847 -0.6721
H 4.3740 -4.7179 0.9627
H 4.2361 -0.6857 -0.8444
H 5.0497 0.7469 -2.4962
H 4.6990 2.4967 -4.2500
H 2.3583 3.2747 -4.6751
H 0.5156 2.2597 -3.3938
C -1.9729 4.7072 -1.1551
C -2.9232 4.6508 -2.1595
C -2.9969 3.5173 -2.9523
C -2.1221 2.4662 -2.7241
N -1.2310 2.5058 -1.7198
C -1.1661 3.6054 -0.9610
C -2.0389 1.2957 -3.6415
C -2.9138 1.1091 -4.6979
C -2.6715 0.0882 -5.6024
C -1.5349 -0.6865 -5.4487
C -0.7281 -0.4491 -4.3507
N -0.9923 0.4878 -3.4405
H -1.8673 5.5758 -0.5203
H -3.5934 5.4824 -2.3371
H -3.7141 3.4753 -3.7581
H -0.4441 3.5887 -0.1556
H -3.7736 1.7483 -4.8341
H -3.3485 -0.0772 -6.4299
H -1.2808 -1.4636 -6.1568
H 0.1644 -1.0343 -4.1901
*
```

Formally, the Löwdin partial charges of the atoms, in units of the elementary charge, are as follows: 1.7308, -0.0104, -0.1545, -0.0836, 0.0186, -0.0510, -0.6435, 0.0509, 0.0484, 0.0582, -0.0545, 0.0569, 0.0241, -0.0102, 0.0058, -0.1061, -0.0176, -0.0257, -0.1137, -0.0335, -0.1123, 0.0795, 0.1131, 0.1078, 0.1134, 0.1532, 0.1334, 0.1332, 0.1380, 0.1182, 0.1288, 0.1325, 0.1096, 0.1159, 0.1869, -0.4800, 0.0183, -0.0882, -0.1922, -0.0723, -0.6031, 0.1150, -0.2635, 0.1487, 0.1535, 0.1519, 0.1461, 0.1446, 0.1489, -0.4818, 0.1403, -0.1275, 0.0127, -0.0053, -0.2739, -0.0203, -0.0047, 0.0810, -0.0734, -0.2742, 0.0108, -0.0120, -0.0067, -0.1150, 0.0397, 0.1109, 0.1293, 0.0913, 0.1251, 0.1296, 0.1439, 0.1280, 0.1279, 0.1235, 0.0888, -0.0272, -0.0166, 0.0132, -0.2194, 0.0210, -0.1321, -0.2190, 0.0198, -0.0126, -0.0206, -0.1227, 0.0217, 0.1216, 0.1257, 0.1154, 0.0995, 0.1160, 0.1255, 0.1214, 0.1130

---

Entry from the Open Molecules 2025 dataset: a structure of composition C39H35ClLuN2Si2 in a non-equilibrium geometry (ωB97M-V/def2-TZVPD).

Calculated values
* E_tot: -3891.1459 hartree
* ΔE to the lowest compared entry with this formula, charge and spin: 51.3 kcal per mole

The geometry in ORCA input format:
```
! RIJCOSX wB97M-V def2-TZVPD def2/J DEFGRID3
* xyz 1 1
C -1.5285 -1.9582 3.8040
C -2.2794 -1.3523 2.7563
C -2.3682 -2.2808 1.6795
H -2.7968 -0.3936 2.7981
C -1.6801 -3.4697 2.0651
C -1.1471 -3.2627 3.3783
H -0.6308 -4.0081 3.9844
H -1.3675 -1.5337 4.7971
H -2.9306 -2.1393 0.7577
H -1.6299 -4.3986 1.4978
Lu 0.1078 -1.7504 1.8579
Si 1.0806 2.8894 -0.1284
C -0.1588 3.9727 -0.9817
C 0.1503 4.4956 -2.2460
H 1.1535 4.3561 -2.6598
C -0.8351 5.1517 -2.9863
H -0.6081 5.4998 -3.9945
C -2.1191 5.3173 -2.4588
H -2.8992 5.7840 -3.0615
C -2.3970 4.8832 -1.1588
H -3.3880 5.0330 -0.7308
C -1.4133 4.2313 -0.4074
H -1.6231 3.9057 0.6176
C 0.5673 1.1095 -0.4162
C -0.7710 0.7313 -0.3556
H -1.5448 1.4732 -0.1491
C -1.1622 -0.6009 -0.6803
H -2.2184 -0.8222 -0.8552
C -0.2357 -1.6962 -0.4265
H -0.5425 -2.7504 -0.4340
C 1.1902 -1.2905 -0.4005
H 1.9762 -2.0414 -0.3114
C 1.4726 0.0584 -0.8185
H 2.4786 0.3257 -1.1488
H 1.0291 3.1809 1.3199
Si 0.2389 -0.9783 -2.0229
C 0.4734 -2.4440 -3.2192
C -0.3334 -2.5336 -4.3601
H -1.0895 -1.7653 -4.5505
C -0.1722 -3.5878 -5.2644
H -0.7903 -3.6274 -6.1601
C 0.7786 -4.5848 -5.0133
H 0.9032 -5.4089 -5.7162
C 1.5806 -4.5011 -3.8697
H 2.3326 -5.2650 -3.6749
C 1.4220 -3.4417 -2.9652
H 2.0402 -3.4027 -2.0632
C -0.1489 0.3706 -3.3398
C -1.4231 0.9304 -3.4532
H -2.2646 0.5474 -2.8676
C -1.6549 1.9757 -4.3555
H -2.6482 2.4275 -4.4073
C -0.6243 2.4300 -5.1809
H -0.8055 3.2524 -5.8743
C 0.6400 1.8377 -5.1024
H 1.4389 2.1591 -5.7711
C 0.8795 0.8202 -4.1706
H 1.8667 0.3529 -4.1234
H 2.3487 3.3230 -0.5628
Cl 1.2661 -3.8825 1.2449
C -0.7908 2.5560 3.4683
C 0.1793 2.7886 4.4498
C 1.0581 1.7588 4.7806
C 0.9809 0.5309 4.1037
N 0.1420 0.3744 3.0240
C -0.7754 1.3434 2.7859
C 1.6634 -0.6857 4.5952
C 2.2738 -0.7407 5.8606
C 2.7180 -1.9558 6.3713
C 2.5806 -3.1036 5.5906
C 2.0058 -2.9812 4.3280
N 1.5439 -1.8122 3.8247
H -1.5463 3.2936 3.1965
H 0.2389 3.7469 4.9570
H 1.7955 1.8659 5.5749
H -1.5389 1.1252 2.0308
H 2.3349 0.1768 6.4383
H 3.1568 -2.0006 7.3623
H 2.8942 -4.0880 5.9251
H 1.8996 -3.8467 3.6724
*
```

Formally, the Löwdin partial charges of the atoms, in units of the elementary charge, are as follows: -0.1934, -0.1950, -0.1994, 0.1054, -0.2409, -0.2314, 0.1109, 0.1185, 0.1070, 0.1062, 1.4096, 0.7442, -0.3345, -0.1017, 0.1025, -0.0864, 0.1082, -0.0782, 0.1087, -0.0794, 0.1044, -0.1152, 0.0855, -0.3094, -0.1473, 0.1132, -0.2007, 0.1361, -0.3945, 0.1267, -0.2709, 0.0751, -0.1820, 0.1387, -0.0254, 0.6307, -0.2059, -0.0797, 0.1058, -0.0659, 0.1089, -0.0680, 0.1097, -0.0703, 0.1079, -0.0810, 0.0925, -0.2485, -0.0923, 0.1038, -0.0781, 0.1090, -0.0921, 0.1073, -0.0738, 0.1066, -0.0861, 0.1103, -0.0321, 0.0723, -0.0435, -0.0208, 0.0089, -0.1833, 0.0117, -0.1489, -0.1928, 0.0077, -0.0231, -0.0202, -0.1360, -0.0058, 0.1164, 0.1228, 0.1131, 0.0926, 0.1080, 0.1210, 0.1194, 0.0467

---

Entry from the Open Molecules 2025 dataset: a structure of composition C39H35F12InNO2PSSi2 in a non-equilibrium geometry (ωB97M-V/def2-TZVPD).

Calculated values
* E_tot: -4419.6617 hartree
* ΔE to the lowest compared entry with this formula, charge and spin: 0.0 kcal per mole

The geometry in ORCA input format:
```
! RIJCOSX wB97M-V def2-TZVPD def2/J DEFGRID3
* xyz 0 1
In 1.3426 0.0321 1.2620
C -2.5306 5.6540 0.2836
Si -1.9303 4.8647 1.8739
C -1.9700 6.1139 3.2738
C -3.0663 3.4531 2.3175
C -0.0979 4.4385 1.6168
C 0.7288 5.5367 1.4269
C 2.1062 5.4008 1.3079
C 2.6261 4.1273 1.4037
N 1.8782 3.0331 1.5582
C 0.5420 3.1869 1.6418
S -0.4259 1.7329 1.7111
H -3.5686 5.9764 0.3811
H -2.4793 4.9439 -0.5444
H -1.9345 6.5266 0.0134
H -2.9833 6.4977 3.4042
H -1.3124 6.9642 3.0966
H -1.6661 5.6494 4.2128
H -4.0352 3.8692 2.5973
H -2.6881 2.8657 3.1533
H -3.2138 2.7801 1.4738
H 0.2946 6.5291 1.3730
H 2.7524 6.2547 1.1626
H 3.6972 3.9741 1.3498
F 3.0536 -3.3529 1.0841
C 3.0258 -3.2367 2.4374
F 3.9251 -2.2925 2.7493
F 3.4540 -4.3791 2.9562
C 1.5801 -2.8694 2.8691
O 0.9059 -3.7303 3.3879
O 1.2520 -1.6704 2.6086
F -5.8353 -5.5767 2.0041
C -4.5202 -5.8375 2.1112
F -4.2825 -6.1627 3.3868
F -4.2888 -6.9407 1.3748
C -3.6820 -4.6748 1.6446
C -2.5373 -4.3080 2.3296
C -1.7747 -3.2419 1.8633
C -2.1516 -2.5613 0.7108
C -3.3059 -2.9437 0.0267
C -4.0692 -3.9958 0.4911
P -1.0643 -1.2137 0.1234
C -0.3249 -1.9523 -1.3893
C -0.9752 -2.1478 -2.6080
C -0.3038 -2.7386 -3.6683
C 1.0204 -3.1462 -3.5115
C 1.6683 -2.9783 -2.3009
C 0.9897 -2.3829 -1.2524
C 1.7716 -3.7231 -4.6831
F 2.2837 -2.7524 -5.4667
F 2.8009 -4.4889 -4.2955
F 0.9864 -4.4756 -5.4707
C -2.2370 0.0482 -0.4588
C -3.3628 0.3181 0.3158
C -4.2549 1.3028 -0.0637
C -4.0192 2.0374 -1.2171
C -2.8824 1.8048 -1.9767
C -1.9888 0.8173 -1.5910
C -5.0273 3.0807 -1.6245
F -6.1205 2.5257 -2.1821
F -5.4552 3.7920 -0.5694
F -4.5347 3.9518 -2.5137
H -2.2333 -4.8372 3.2215
H -0.8780 -2.9592 2.4142
H -3.6150 -2.4183 -0.8682
H -4.9670 -4.2934 -0.0333
H -2.0061 -1.8414 -2.7371
H -0.8043 -2.8895 -4.6149
H 2.6916 -3.3063 -2.1706
H 1.5054 -2.2655 -0.3114
H -3.5515 -0.2500 1.2173
H -5.1287 1.5068 0.5405
H -2.6916 2.3977 -2.8601
H -1.0936 0.6510 -2.1789
C 4.5851 1.1848 1.1976
Si 3.5308 0.4929 -0.1672
C 2.6224 1.5690 -1.3923
C 4.4561 -0.8759 -1.0312
C 4.3948 -1.0137 -2.4226
C 5.1320 -1.9901 -3.0753
C 5.9418 -2.8497 -2.3452
C 6.0239 -2.7201 -0.9645
C 5.2914 -1.7395 -0.3155
H 5.6383 1.1945 0.9190
H 4.4905 0.5302 2.0711
H 4.2727 2.1870 1.5069
H 3.2636 2.0858 -2.1062
H 2.0180 2.3014 -0.8643
H 1.9515 0.9202 -1.9679
H 3.7610 -0.3558 -3.0069
H 5.0714 -2.0816 -4.1519
H 6.5109 -3.6179 -2.8507
H 6.6592 -3.3835 -0.3939
H 5.3722 -1.6422 0.7602
*
```

Formally, the Löwdin partial charges of the atoms, in units of the elementary charge, are as follows: 0.6535, -0.1632, 0.5229, -0.1715, -0.2013, -0.2456, -0.0911, -0.0562, -0.1509, -0.0012, -0.7022, 0.6556, 0.0353, 0.0247, 0.0295, 0.0336, 0.0241, 0.0371, 0.0427, 0.0236, -0.0156, 0.1002, 0.1034, 0.0957, 0.1191, -0.5391, 0.1352, 0.1733, -0.5640, 0.1035, -0.1538, 0.1378, -0.5887, 0.1455, 0.1445, -0.1096, 0.0213, -0.0427, -0.3295, -0.0690, -0.0015, 1.0748, -0.3304, -0.0613, 0.0076, -0.1031, 0.0105, -0.0929, -0.5840, 0.1373, 0.1425, 0.1426, -0.4007, -0.0922, -0.0261, -0.1189, 0.0080, -0.0720, -0.5903, 0.1448, 0.1375, 0.1402, 0.1294, 0.0790, 0.1091, 0.1258, 0.1085, 0.1254, 0.1212, 0.0472, 0.1227, 0.1339, 0.1245, 0.1103, -0.2123, 0.5541, -0.2270, -0.2917, -0.1103, -0.0902, -0.0750, -0.0709, -0.1038, 0.0414, 0.0320, -0.0076, 0.0407, 0.0064, 0.0268, 0.0988, 0.1055, 0.1054, 0.1073, 0.0942

---

> The lowest E_tot belongs to which entry?

C39H35F12InNO2PSSi2